ORCA calculation (ωB97M-V/def2-TZVPD) on C33H44BrClNO6SeW as an isolated structure at a distorted geometry.

```
88
Properties=species:S:1:pos:R:3:forces:R:3
W -0.465 -0.255 -1.223 1.903 -0.315 3.854
C 2.072 -6.878 -0.021 0.801 0.341 0.430
C 0.841 -5.984 -0.246 0.653 1.203 -0.876
C 0.257 -6.212 -1.660 1.365 -0.109 -0.728
C -0.262 -6.227 0.730 -1.264 -0.400 0.448
C 1.154 -4.476 -0.327 1.249 -1.306 0.086
C 0.117 -3.556 -0.249 -0.172 1.909 -0.897
C 0.360 -2.288 -0.761 -0.046 0.243 0.643
Se -1.009 -0.701 1.374 0.546 1.481 -1.722
C -0.944 1.194 1.687 -0.715 0.095 -0.691
C -1.783 1.855 2.589 -0.263 0.526 1.082
C -1.799 3.232 2.728 1.256 0.040 -0.033
C -0.898 3.965 1.926 0.298 0.965 -0.958
C -0.126 3.450 0.892 -0.307 -1.761 1.272
C -0.224 1.979 0.782 0.393 1.453 -1.013
O 0.342 1.394 -0.288 -1.105 -1.912 -0.965
C 0.909 4.276 0.101 -1.014 0.306 0.793
C 2.295 3.784 0.578 1.554 0.773 -1.711
C 0.838 5.771 0.497 0.997 0.808 -0.073
C 0.663 4.147 -1.420 2.864 -0.605 0.782
C -2.698 4.055 3.675 0.486 0.069 -0.263
C -3.392 5.051 2.746 -0.708 1.374 0.002
C -1.888 4.917 4.695 -0.592 0.377 0.778
C -3.645 3.023 4.325 -0.880 2.028 -0.407
C 1.708 -1.921 -1.114 -1.375 0.598 -1.030
O 1.731 -0.653 -1.390 -0.981 0.021 -0.136
C 2.783 -2.835 -1.229 0.684 -1.246 1.290
C 2.487 -4.105 -0.703 -0.503 2.103 -0.343
C 4.179 -2.374 -1.658 0.551 -1.018 0.365
C 4.697 -1.357 -0.631 -0.193 0.913 0.318
C 4.118 -1.681 -2.993 -0.745 0.171 -1.123
C 5.115 -3.600 -1.771 0.347 -0.322 0.306
H 1.695 -7.869 0.225 0.151 -0.083 0.206
H 2.757 -6.509 0.823 -1.037 -0.607 -1.154
H 2.667 -7.018 -0.952 -0.273 0.365 0.666
H -0.248 -7.142 -1.726 -0.276 -1.234 0.033
H 0.999 -6.154 -2.497 -0.380 -0.041 0.857
H -0.487 -5.486 -1.858 -0.792 0.879 -0.236
H -0.388 -7.267 0.934 0.316 -1.028 0.090
H -1.250 -6.013 0.296 0.282 0.582 0.286
H -0.137 -5.776 1.708 0.014 0.408 0.039
H -0.860 -3.814 0.103 -0.331 -0.346 0.043
H -2.455 1.306 3.217 -0.007 -0.557 0.083
H -0.905 5.062 2.062 0.207 -0.817 -0.064
H 2.407 3.670 1.649 -0.349 0.295 0.302
H 3.112 4.526 0.220 -1.288 -1.168 0.560
H 2.558 2.811 0.151 -0.142 0.080 -0.102
H 1.195 5.935 1.535 0.068 -0.216 -0.539
H -0.129 6.294 0.485 0.033 -0.498 -0.518
H 1.548 6.320 -0.201 -0.877 -0.504 0.922
H 0.804 3.109 -1.700 0.053 -0.044 -0.257
H 1.418 4.754 -1.949 -0.263 -0.236 0.122
H -0.277 4.448 -1.735 -1.935 0.754 -0.282
H -2.766 5.939 2.405 -0.428 -1.400 0.386
H -4.227 5.547 3.267 0.059 -0.321 -0.098
H -3.776 4.536 1.869 -0.169 0.123 -0.164
H -1.312 5.728 4.191 -0.226 -0.805 0.307
H -1.237 4.295 5.314 0.215 0.055 -0.186
H -2.550 5.460 5.453 0.452 -0.787 -1.191
H -4.115 2.480 3.495 0.073 -0.313 0.579
H -4.455 3.476 4.925 0.357 0.098 -0.340
H -3.062 2.456 5.010 0.319 -1.054 0.333
H 3.291 -4.771 -0.470 0.181 -0.487 -0.457
H 3.841 -0.773 -0.249 0.480 -0.198 0.095
H 5.378 -0.584 -1.057 -0.295 -0.821 0.065
H 5.204 -1.854 0.193 -0.068 0.047 0.146
H 3.206 -1.036 -2.965 1.441 0.462 -0.278
H 3.841 -2.378 -3.804 0.514 -0.023 0.221
H 5.137 -1.227 -3.199 -1.599 -0.140 0.001
H 5.424 -4.006 -0.790 -0.616 -0.022 -0.196
H 6.102 -3.347 -2.183 -0.461 0.247 -0.361
H 4.650 -4.403 -2.390 0.452 0.553 0.412
O -1.275 -0.386 -5.202 0.709 0.434 1.826
Cl -0.556 -0.709 -4.009 0.057 -1.807 -0.894
O 0.596 -1.540 -4.294 -1.286 1.786 0.810
O -0.155 0.581 -3.118 -0.729 -2.018 -1.284
O -1.457 -1.466 -3.012 1.627 1.873 -0.132
Br -2.581 2.640 -2.781 0.939 -0.029 -0.028
C -3.394 1.322 -1.732 0.690 0.536 0.277
C -4.737 1.618 -1.553 -0.609 0.152 1.013
C -5.423 0.700 -0.808 -0.635 -1.234 0.347
C -4.843 -0.554 -0.408 -0.443 0.733 -0.466
C -3.512 -0.736 -0.626 -0.227 2.412 -0.705
N -2.741 0.303 -1.172 0.006 -1.344 -0.787
H -5.158 2.619 -1.827 0.442 -1.383 0.026
H -6.459 0.898 -0.573 -0.083 -0.086 0.095
H -5.417 -1.372 0.037 0.066 0.571 -0.143
H -3.018 -1.633 -0.372 0.535 -0.595 0.232
```
Positions in Å, forces in eV/Å.

Values from the calculation:
- gap between HOMO and LUMO (spin up / spin down) (eV) = 5.899 / 5.415
- net charge = +1
- LUMO (spin up / spin down) (eV) = -4.823 / -5.178
- multiplicity = 3
- calculated total energy (eV) = -198430.640
- relative energy (zero: lowest compared OMol25 entry of this formula, charge and spin) (kcal per mole) = 108.0